Entry 1:
The following is a DFT calculation (the ωB97M-V functional and the def2-TZVPD basis) of C47H45F5LaN6S6 as an isolated structure.

```
110
C47H45F5LaN6S6, DFT the ωB97M-V functional and the def2-TZVPD basis
H 0.756 2.391 -2.663
C 1.742 -1.536 3.953
C 0.671 -0.728 4.320
C -2.489 -3.449 2.932
C 2.612 0.184 -4.011
C -0.425 5.909 0.013
C 0.080 -4.807 0.284
H 7.869 -0.866 -2.407
F -1.336 -6.523 1.089
H 4.566 1.507 -2.157
H -4.961 -1.165 1.116
C -0.946 0.680 2.970
La -0.078 -0.206 -0.225
C 7.357 -0.167 -1.743
H 0.241 4.184 4.972
H -3.501 -3.760 2.668
C 2.481 -1.070 -4.630
H 6.477 0.665 -3.560
H -0.963 6.842 0.137
C -3.560 1.991 1.210
S 1.922 2.064 -0.623
S -2.128 -1.439 -2.240
C 0.132 -0.217 3.128
C 0.954 -6.586 1.627
H -6.022 0.381 -5.898
C 1.811 -1.477 2.554
C -2.944 4.403 2.427
C -2.843 -0.269 -4.802
H -1.448 -2.456 4.553
H -4.915 5.033 1.866
H 3.423 0.848 -4.283
C -4.524 -0.751 -3.104
C -4.185 4.233 1.846
S 1.601 -2.769 -0.782
C -1.996 3.383 2.438
H -0.392 -2.984 -2.400
S -1.321 2.223 -1.303
H -1.847 -4.331 2.894
H -3.673 0.441 -6.633
F 3.602 -4.286 0.817
F -0.969 -4.292 -0.368
C 1.695 0.547 -3.054
F 0.781 -7.738 2.289
C 0.927 5.841 0.341
C 6.519 -1.975 -0.186
C -4.697 -0.209 1.573
H -2.680 5.355 2.876
H 0.324 -0.504 5.319
H 2.523 2.524 -2.901
H -3.054 0.158 0.231
H 3.240 -1.420 -5.318
C 2.375 -4.818 0.848
H 2.398 -2.096 4.601
H -5.611 0.285 1.906
H -3.145 -1.990 4.405
H 1.448 6.706 0.731
S 3.752 -0.470 -0.228
S -1.252 -0.079 -5.450
C -0.723 3.865 4.571
N 6.286 -0.833 -1.028
C -0.647 3.689 3.051
H 2.532 -1.964 1.914
H -4.574 0.878 -0.291
H 7.168 -1.724 0.660
H 6.980 -2.778 -0.764
C -0.745 -2.234 -3.111
C 1.375 -1.822 -4.370
H -1.471 4.615 4.833
C -2.033 -2.520 1.918
H -4.074 -0.404 2.449
C -3.191 -0.746 -3.515
H -6.573 -0.348 -3.584
H -1.419 1.038 3.889
H 8.099 0.243 -1.046
H -1.144 -2.725 -3.994
H -4.751 -1.102 -2.103
C -0.113 -5.971 0.998
H 5.557 -2.313 0.192
N 0.851 -0.692 2.048
C 1.723 1.927 -2.462
C -4.479 3.027 1.227
H -0.277 4.615 2.603
H 1.198 -2.771 -4.857
H 7.140 1.897 -2.470
C -0.433 3.569 -0.657
C 2.202 -5.994 1.548
C 0.395 -1.319 -3.482
H -2.720 -3.574 5.073
N -1.381 1.091 1.824
N 5.359 1.011 -1.791
C 5.145 -0.098 -1.026
C -2.315 2.152 1.838
H -1.004 2.931 5.062
C -3.921 0.107 -5.635
C 0.943 3.533 -0.362
N 0.661 -0.252 -2.704
C -3.944 0.680 0.578
C -1.088 4.798 -0.466
C -5.233 0.075 -5.220
C 1.603 4.650 0.144
N -1.681 -1.793 1.108
H 0.071 2.907 2.810
H -5.439 2.883 0.744
C -2.448 -2.825 4.331
C -5.548 -0.336 -3.932
H 2.661 4.576 0.364
F 3.243 -6.577 2.160
C 6.620 0.939 -2.509
C 1.326 -4.170 0.175
H -2.144 4.842 -0.699
```

* net charge: -1
* HOMO: -3.757 eV
* lowest unoccupied orbital energy: 0.076 Eh

---

Entry 2:
The following is a DFT calculation (the ωB97M-V functional and the def2-TZVPD basis) of C30H35KNOP2S2 as an isolated structure.

```
72
C30H35KNOP2S2, DFT the ωB97M-V functional and the def2-TZVPD basis
H -6.260 -0.249 -3.170
H -0.722 -5.419 1.904
S 0.672 4.648 1.470
H 0.995 0.530 2.772
H 5.231 0.625 1.172
H -6.065 -0.302 -0.802
C -0.144 -4.504 1.898
H 1.590 -5.401 2.784
P 1.147 -0.772 -1.281
N 0.376 0.262 -0.070
H -5.230 -1.554 0.168
C 0.278 0.476 -3.600
H 1.913 -1.231 1.908
H -6.973 -1.881 -3.438
H 3.011 -2.947 -1.424
H -1.188 3.249 2.144
C 2.717 1.545 -4.324
H 2.938 0.968 0.317
C 1.383 3.121 0.818
H -0.683 0.042 -3.339
H 5.303 -3.288 -0.571
C -0.020 0.732 3.094
C -0.240 1.418 4.279
H -0.920 1.875 0.243
S -5.011 -1.977 -2.116
C 2.607 0.808 -3.152
P -0.875 -0.661 0.773
C -2.616 1.266 3.927
H 2.893 -3.295 2.785
H 0.441 3.543 -1.078
C -1.066 4.176 1.582
H -0.698 1.516 -1.449
C 4.791 -2.353 -0.384
C 1.604 1.766 -5.124
K -1.692 -2.131 -1.737
C -2.390 0.582 2.736
C 5.411 -1.353 0.351
H 1.206 2.328 1.545
H -1.572 4.979 2.119
C 0.026 -2.135 1.391
H 1.695 2.349 -6.033
H 3.679 1.951 -4.610
C 4.747 -0.154 0.597
C 1.323 -2.139 1.906
H 0.600 1.748 4.877
C -1.541 1.683 4.697
H 1.715 2.358 -1.187
C 3.503 -2.155 -0.869
C 2.836 -0.958 -0.633
C 3.464 0.043 0.107
H 6.411 -1.507 0.738
H -1.721 -3.343 1.034
H 2.458 3.311 0.813
H -5.500 -1.395 -4.318
H 3.485 0.652 -2.538
C 1.882 -3.308 2.397
C 0.883 2.686 -0.563
C -6.053 -1.297 -3.385
H -6.808 -1.928 -0.577
H -0.495 1.378 -5.389
O -3.697 -1.221 -2.171
C 1.380 0.276 -2.764
H -3.231 0.268 2.127
H -1.713 2.219 5.623
C -1.094 0.304 2.311
H -3.628 1.478 4.248
C -5.877 -1.369 -0.689
C 0.376 1.225 -4.763
C 1.151 -4.491 2.394
C -0.696 -3.331 1.395
C -0.171 1.587 -0.495
H -1.533 4.082 0.600
```

* net charge: +1
* HOMO: -10.201 eV
* lowest unoccupied orbital energy: -0.089 Eh

---

Entry 3:
The following is a DFT calculation (the ωB97M-V functional and the def2-TZVPD basis) of one molecule with the formula C4H5N.

```
10
C4H5N, DFT the ωB97M-V functional and the def2-TZVPD basis
H 0.402 1.675 -1.347
N 0.240 0.880 -0.682
H 0.286 -0.828 2.132
C -0.435 -0.271 -1.073
C 0.153 -0.396 1.096
H 0.922 1.645 1.118
C 0.500 0.804 0.659
H -0.792 -2.083 0.142
C -0.521 -1.058 0.025
H -0.755 -0.368 -2.071
```

* HOMO: -8.458 eV
* lowest unoccupied orbital energy: 0.039 Eh
* structure (SMILES): c1cc[nH]c1

---

Entry 4:
The following is a DFT calculation (the ωB97M-V functional and the def2-TZVPD basis) of a 3-piece molecular cluster, C3H14N2O2 overall.

```
21
C3H14N2O2, DFT the ωB97M-V functional and the def2-TZVPD basis
H 1.006 3.403 1.700
H 1.251 -0.980 -0.619
H -3.943 -3.485 -1.627
N 0.680 2.580 -0.809
H -2.887 -3.000 -0.655
N 0.663 -0.171 -0.731
H -0.656 3.513 1.799
H 1.507 0.552 0.988
H 0.169 2.112 2.585
H -1.117 2.025 0.237
O 1.186 -4.423 -1.021
H 0.509 3.577 -0.867
H 1.641 2.326 -0.620
O -3.685 -3.502 -0.689
C 0.130 2.754 1.709
H -0.258 -0.481 -1.007
H 1.768 -5.086 -0.664
C 0.512 0.572 0.537
C -0.026 2.001 0.361
H 1.688 -4.307 -1.841
H -0.138 0.019 1.234
```

* HOMO: -8.815 eV
* lowest unoccupied orbital energy: 0.022 Eh
* structure (SMILES): C[C@@H](N)CN.O.O

---

Entry 5:
The following is a DFT calculation (the ωB97M-V functional and the def2-TZVPD basis) of C13H28N2O3 as an isolated structure.

```
46
C13H28N2O3, DFT the ωB97M-V functional and the def2-TZVPD basis
H -3.525 3.488 0.202
C -1.681 -0.368 -0.330
H -1.918 4.072 0.331
H 5.383 -0.829 2.216
H -6.495 -0.892 -0.179
H -6.201 -2.169 -1.344
C -5.926 -1.714 -0.306
C -4.308 -1.572 -0.452
C 3.930 0.736 0.393
H -4.145 -2.463 -0.408
H 2.499 1.268 -1.830
N -2.513 3.285 0.827
C 0.504 0.796 -1.080
C -2.354 1.122 -0.230
H 4.096 1.173 1.411
H 4.397 1.440 -0.378
N -2.192 1.994 0.703
H -6.371 -2.335 0.334
H 0.093 0.161 0.869
H -2.041 -1.996 0.879
H -2.077 -0.601 2.173
H -1.885 -0.847 -1.255
H -4.408 -1.469 1.788
H 0.037 0.654 -1.944
H 2.138 -0.569 -1.457
H 4.308 -0.627 -1.829
C -2.325 -1.042 0.905
C -3.749 -0.910 0.833
H 0.252 -0.953 -0.088
H 0.926 2.180 0.146
C 5.169 -0.774 -1.108
O 0.372 2.195 -0.550
H -4.192 -0.057 1.151
H 3.913 -1.185 0.358
C 5.698 -0.688 1.381
O -2.991 1.473 -1.094
H 6.233 -1.541 0.869
H 6.601 0.051 1.043
C 4.745 -0.484 0.115
H 5.978 0.015 -1.383
H -4.302 -0.933 -1.237
H 5.577 -1.824 -1.392
C 1.945 0.469 -0.907
H -1.627 1.732 1.497
C -0.165 -0.062 0.060
O 2.594 0.598 0.298
```

* HOMO: -8.603 eV
* lowest unoccupied orbital energy: 0.027 Eh

---

Entry 6:
The following is a DFT calculation (the ωB97M-V functional and the def2-TZVPD basis) of C7H7ClN2 as an isolated structure.

```
17
C7H7ClN2, DFT the ωB97M-V functional and the def2-TZVPD basis
H -0.794 -2.356 -1.075
C -0.432 -1.336 -0.809
H -2.981 1.216 0.843
C 0.985 -1.040 -1.071
H -2.318 -0.742 -0.152
H -1.620 2.442 1.076
C 2.602 0.726 -0.525
N 0.360 1.099 0.632
C -1.216 -0.662 0.003
C 1.605 -0.130 -0.034
H -1.939 1.063 2.235
H 1.223 -0.700 -2.204
N 3.457 1.339 -0.967
Cl 2.203 -0.983 1.360
H 1.668 -1.961 -1.133
C -0.826 0.599 0.593
C -1.979 1.427 1.228
```

* HOMO: -9.807 eV
* lowest unoccupied orbital energy: -0.001 Eh

---

Entry 7:
The following is a DFT calculation (the ωB97M-V functional and the def2-TZVPD basis) of C28H30NOReTe as an isolated structure.

```
62
C28H30NOReTe, DFT the ωB97M-V functional and the def2-TZVPD basis
H -0.422 -0.541 6.764
H 4.303 2.513 -4.218
H 0.057 0.333 -5.653
C 3.417 0.830 -5.273
O -3.150 0.273 -4.334
H -3.145 -0.891 0.320
C -1.527 0.142 -2.624
C 0.957 1.952 -4.541
H 2.097 3.537 -3.649
Re 0.078 -0.085 -0.234
C -0.189 -2.221 -0.603
H 1.484 2.168 1.088
C 2.091 -0.738 -0.513
C -2.118 0.740 -3.869
C -1.864 0.134 5.299
C 0.992 0.785 -5.317
H 1.219 1.321 3.219
H -0.448 3.572 -4.537
H 0.766 -2.548 1.420
H 2.186 -0.399 1.724
H 4.378 0.388 -5.543
C -2.055 0.731 4.048
C 0.542 0.356 5.044
C -1.259 -2.230 -3.390
C 2.155 2.592 -4.197
H -3.966 -0.836 -1.723
Te -1.366 1.824 1.320
H -3.688 -2.575 -2.061
C 1.706 0.136 -1.576
C 1.395 1.417 -1.005
H -3.054 0.905 3.643
H 0.455 -2.756 -1.304
C -0.567 -0.066 5.792
C -0.351 2.570 -4.084
C -0.937 1.106 3.274
C 1.984 -0.013 0.726
C 1.596 1.337 0.406
C -0.070 -2.153 0.841
H -0.426 0.163 -2.749
H -1.836 0.786 -1.773
H -2.732 -0.171 5.887
C -1.467 -1.636 -0.957
C 3.383 2.021 -4.536
H -1.537 -1.553 2.414
H 1.098 2.291 -1.563
H -0.339 2.706 -2.989
C -2.147 -1.318 0.276
H -3.828 -1.385 -3.402
H -1.396 -3.285 -3.125
H -0.185 -2.017 -3.462
C 2.225 0.216 -5.669
H 1.553 0.219 5.436
H 2.446 -1.755 -0.664
N -1.517 1.797 -4.495
H 1.737 -0.093 -2.634
H 2.234 -0.704 -6.254
C -1.297 -1.659 1.358
C -1.956 -1.343 -2.352
H -2.044 2.171 -5.277
C 0.365 0.961 3.795
C -3.465 -1.550 -2.385
H -1.715 -2.045 -4.370
```

* net charge: +1
* HOMO (spin up / spin down): -9.341 / -11.243 eV
* lowest unoccupied orbital energy (spin up / spin down): -0.086 / -0.203 Eh
* spin multiplicity: 4

---

Entry 8:
The following is a DFT calculation (the ωB97M-V functional and the def2-TZVPD basis) of an isolated ion of composition C25H33N2O and charge +1.

```
61
C25H33N2O, DFT the ωB97M-V functional and the def2-TZVPD basis
H -1.116 1.991 -1.599
H 3.309 4.973 -2.920
C 0.802 1.592 -0.635
C 0.478 3.206 -2.405
H -4.248 -2.718 -1.174
C -3.690 -1.798 -1.404
C -0.044 2.219 -1.561
H 4.503 -1.312 -1.453
C -1.051 0.370 2.492
C -2.205 2.872 2.093
H -0.754 3.167 0.556
C 1.840 3.518 -2.380
C 2.677 2.871 -1.474
C 1.961 -3.720 0.173
H 1.562 -4.063 1.136
C 2.163 1.924 -0.594
C 2.410 4.516 -3.341
H -2.651 3.855 1.942
H -2.833 -3.431 0.466
H -0.174 3.741 -3.096
H -2.406 0.191 4.152
H 1.685 5.305 -3.555
H -3.651 -1.707 -2.500
H 4.136 -1.353 0.319
H 2.234 -0.442 -0.826
C 3.477 -3.921 0.229
H -0.290 -4.004 0.625
H -2.193 -0.578 0.716
H 3.703 -4.970 -0.021
H -4.574 1.604 4.077
H 3.832 -3.686 1.254
C -3.901 2.453 3.903
C -0.660 1.153 1.390
H -0.022 -0.552 -1.446
H -4.254 -0.931 -1.023
C -0.271 -0.631 -0.362
N 1.542 -2.312 -0.079
C 0.290 0.523 0.353
O 4.192 -3.166 -0.751
H 3.741 3.105 -1.464
C -2.008 -3.083 -0.197
C -0.701 -2.991 0.602
H 2.826 1.428 0.124
H -0.561 -0.590 2.666
H -2.211 0.217 -0.866
C -2.077 0.816 3.320
H -3.604 2.834 4.889
C -1.152 2.456 1.279
H 2.188 -1.738 -2.027
H 1.572 -4.365 -0.638
H -1.931 -3.861 -0.976
N -2.352 -1.870 -0.876
H 2.692 4.060 -4.298
C 0.253 -1.988 0.083
C -2.714 2.035 3.082
H 1.166 0.195 0.938
C -1.812 -0.656 -0.322
H -4.456 3.249 3.399
C 3.877 -1.773 -0.675
H -0.956 -2.718 1.641
C 2.410 -1.508 -0.966
```

* net charge: +1
* HOMO: -10.950 eV
* lowest unoccupied orbital energy: -0.139 Eh
* structure (SMILES): Cc1ccc(C(c2ccc(C)cc2)[C@@H]2CN(C)CCC2=[N+]2CCOCC2)cc1

---

| no. | E_tot (eV) |
| --- | --- |
| 1 | -137875.008 |
| 2 | -91784.370 |
| 3 | -5718.524 |
| 4 | -10412.554 |
| 5 | -23043.923 |
| 6 | -22871.944 |
| 7 | -42474.830 |
| 8 | -31481.103 |